No. 1
12
Properties=species:S:1:pos:R:3:forces:R:3 method="wB97M-V/def2-TZVPD" gap_ev=7.69 total_energy_ev=-18598.80445 homo_ev=-8.34 smiles="[H]/N=C/C(=S)C(C)=O" e_above_lowest_kcal_mol=71.8 molar_mass_g_mol=115.2
H 2.82657 -2.25406 0.49985 0.95 -2.22 -0.93
N 2.34559 -1.43486 0.67126 -1.87 2.62 0.63
C 1.44831 -1.07717 -0.14743 0.54 0.51 -0.65
C 0.68561 0.20064 -0.01425 -3.10 -3.17 -0.52
S 1.14197 1.66561 -0.13580 2.54 2.54 -0.07
C -1.09363 -0.00797 -0.32814 4.46 0.28 0.96
C -1.70444 1.15229 0.24462 -0.46 1.91 -0.27
O -1.35017 -0.96579 -0.95086 -1.23 -1.03 -0.83
H 1.17154 -1.52908 -1.13227 0.27 -0.32 0.80
H -2.60621 1.50064 -0.29056 0.64 0.11 0.04
H -2.05240 0.83816 1.19788 -0.27 -0.24 1.19
H -0.81274 1.91159 0.38570 -2.46 -0.99 -0.37

---

No. 2
12
Properties=species:S:1:pos:R:3:forces:R:3 method="wB97M-V/def2-TZVPD" gap_ev=7.72 total_energy_ev=-18599.57061 homo_ev=-8.82 e_above_lowest_kcal_mol=54.2 molar_mass_g_mol=115.2
N 1.20847 -1.50222 -0.12512 -0.59 -1.24 -0.68
C 1.41053 -0.16345 -0.02004 1.18 0.23 0.86
C 0.56610 0.90358 -0.11296 2.00 1.31 1.53
C -0.83923 1.05876 -0.02311 -2.15 3.30 -2.00
O -1.34854 2.18949 -0.36007 1.29 -2.75 1.19
C -1.96541 0.13177 0.30959 -1.28 0.19 -0.09
S -2.20059 -1.41345 -0.17436 0.31 1.11 0.51
H 0.31178 -2.02905 -0.44599 1.98 1.94 0.82
H 2.07554 -2.04397 -0.13679 -0.83 0.15 0.02
H 2.50627 0.12161 0.29367 -2.14 -0.79 -1.03
H 1.08511 1.92106 0.10277 -0.98 -1.90 -0.78
H -2.81002 0.82588 0.69240 1.21 -1.56 -0.36

---

No. 3
12
Properties=species:S:1:pos:R:3:forces:R:3 method="wB97M-V/def2-TZVPD" gap_ev=10.19 total_energy_ev=-18598.29594 homo_ev=-9.62 smiles="C#CCC(=O)NS" e_above_lowest_kcal_mol=83.5 molar_mass_g_mol=115.2
C 2.28413 -0.79955 -0.61948 4.73 -5.50 -2.14
C 1.33770 -0.27177 -0.17517 -1.47 4.04 1.45
C 0.62803 0.82990 0.52924 0.78 0.63 -0.44
C -0.69406 1.05262 -0.18058 -1.30 1.81 0.95
O -1.19411 2.11825 -0.55948 1.81 -1.40 0.38
N -1.58977 -0.02630 -0.22472 0.81 -0.11 -1.00
S -1.30305 -1.74364 -0.17496 -0.91 1.04 1.65
H 3.01401 -1.68533 -0.87820 -1.82 2.67 0.45
H 0.37925 0.26892 1.40655 -0.47 0.35 1.27
H 1.28738 1.81246 0.81927 -1.78 -2.60 -1.14
H -2.14889 0.32309 -0.98837 -1.13 -0.78 -0.05
H -2.00060 -1.87865 1.04591 0.75 -0.14 -1.37

---

No. 4
12
Properties=species:S:1:pos:R:3:forces:R:3 method="wB97M-V/def2-TZVPD" gap_ev=8.54 total_energy_ev=-18599.42967 homo_ev=-8.96 e_above_lowest_kcal_mol=57.4 molar_mass_g_mol=115.2
H -0.59638 2.00092 0.50622 0.85 -0.39 -0.48
N 0.32061 2.38576 0.22814 0.03 0.64 0.43
C 1.36327 1.69319 0.31242 -0.32 -0.59 0.04
S 1.55254 -0.06292 0.66492 -0.80 -0.04 0.41
C -0.12509 -0.74533 0.94488 2.11 0.06 1.95
C -1.03511 -1.09700 0.07443 1.27 1.21 -2.40
C -0.69508 -1.06473 -1.39767 -1.44 -2.65 0.14
O 0.33354 -0.66792 -1.84973 -0.25 0.63 -0.69
H 2.38525 2.13200 0.18642 -0.92 -0.30 -0.12
H -0.19469 -1.11209 1.98161 -0.24 0.52 -0.42
H -1.88702 -1.63388 0.32639 -1.49 -0.76 0.62
H -1.42182 -1.82801 -1.97802 1.18 1.68 0.52

---

No. 5
13
Properties=species:S:1:pos:R:3:forces:R:3 method="wB97M-V/def2-TZVPD" gap_ev=6.96 total_energy_ev=-29430.23527 homo_ev=-8.85 e_above_lowest_kcal_mol=158.2 molar_mass_g_mol=147.2
C 0.68535 0.01610 -1.60845 0.00 -2.30 -1.06
C 0.02758 -0.01593 0.66761 -2.20 -2.78 3.30
C 0.94626 0.70830 1.22470 3.33 -4.22 5.02
C -0.74878 -1.07471 1.57083 -0.81 1.94 -2.91
H -1.57929 0.50462 -3.31044 0.17 0.49 3.48
H 1.47915 -0.78660 -1.09920 -1.30 2.33 -1.59
H 1.67227 0.24911 2.10112 -2.52 1.68 -1.89
H 1.24800 1.49517 0.72490 1.88 3.94 -2.25
H -1.71108 -1.49117 1.20862 0.96 -0.05 -0.54
N -0.24561 0.27864 -0.61404 -2.04 1.05 -4.77
O 0.52600 0.23682 -2.82944 0.76 -0.30 3.13
S -1.79135 1.02813 -1.14875 1.24 -1.18 -2.02
S -0.50849 -1.14847 3.11253 0.54 -0.61 2.09

---

No. 6
13
Properties=species:S:1:pos:R:3:forces:R:3 method="wB97M-V/def2-TZVPD" gap_ev=7.75 total_energy_ev=-29435.99231 homo_ev=-8.39 smiles="S=C[C@@H]1CNC(=S)O1" e_above_lowest_kcal_mol=25.4 molar_mass_g_mol=147.2
S -1.28796 0.39367 -2.46196 -0.08 0.08 0.08
C 0.04893 0.68921 -1.64746 0.96 -0.20 -1.25
C 0.27128 0.87727 -0.21840 -0.74 0.40 0.88
C 0.98680 -0.33351 0.33965 0.78 -1.18 -0.20
N -0.14247 -1.07474 0.86300 0.10 -0.01 0.21
C -1.21118 -0.28508 1.06763 -1.67 -0.34 0.93
S -2.66531 -0.61247 1.86420 1.61 0.11 -0.89
O -0.94761 0.92113 0.55186 0.21 0.45 -0.19
H 1.06266 0.64059 -2.10574 -0.67 0.16 -0.28
H 0.82689 1.79257 0.00502 -0.12 -0.04 -0.24
H 1.68039 0.06122 1.08821 0.02 -0.67 0.30
H 1.52863 -1.00418 -0.38228 -0.34 1.05 0.46
H -0.15106 -2.06567 1.03627 -0.06 0.18 0.18

---

No. 7
13
Properties=species:S:1:pos:R:3:forces:R:3 method="wB97M-V/def2-TZVPD" gap_ev=9.34 total_energy_ev=-29435.19668 homo_ev=-8.66 smiles="S[C@@H]1[C@H]2OC=NS[C@@H]12" e_above_lowest_kcal_mol=43.8 molar_mass_g_mol=147.2
S -2.48483 0.57211 -1.44795 0.28 -0.06 -0.32
C -0.78856 0.29269 -0.93947 -0.11 0.06 0.29
C -0.42273 -0.51623 0.25542 -0.25 -0.14 0.20
O 0.61724 -1.45611 0.19135 0.14 0.35 0.02
C 1.89134 -1.06044 0.46720 0.17 -0.57 0.02
N 2.41246 0.08137 0.53732 -0.37 0.38 -0.08
S 1.52885 1.50631 0.24895 0.22 -0.26 0.00
C -0.15882 0.96524 0.25671 -0.16 0.02 0.20
H -2.97692 0.71448 -0.22359 -0.11 0.04 0.34
H -0.11516 0.17727 -1.76855 0.08 -0.01 -0.36
H -1.22222 -0.88638 0.89643 0.17 0.10 -0.16
H 2.51795 -1.94142 0.61307 -0.12 0.18 -0.02
H -0.79861 1.55111 0.91309 0.06 -0.08 -0.13

---

No. 8
13
Properties=species:S:1:pos:R:3:forces:R:3 method="wB97M-V/def2-TZVPD" gap_ev=8.14 total_energy_ev=-29432.70123 homo_ev=-8.16 e_above_lowest_kcal_mol=101.3 molar_mass_g_mol=147.2
C 0.36435 -0.09772 0.13904 0.70 -3.90 -2.38
C -2.15505 -0.46631 0.56956 -1.87 0.11 -0.39
C -1.38934 1.58914 -0.23525 1.20 1.12 0.40
C -0.02896 1.26843 0.02426 -2.47 3.16 -0.93
H 3.62693 -0.70350 -1.03873 -1.46 2.65 2.83
H -3.07995 -1.14370 0.37944 1.30 1.48 1.26
H -1.92538 0.02043 1.60818 -0.43 -1.90 -1.49
H -1.66591 2.72535 -0.43595 0.47 -2.77 0.18
H 0.67286 2.18969 -0.17184 -1.13 -2.33 0.75
N 1.47699 -0.76489 -0.04298 -0.59 2.74 1.59
O -2.47210 0.75606 -0.18746 1.72 0.76 0.23
S 2.79076 0.30472 0.13678 3.01 -2.85 -3.36
S -0.84931 -1.40120 -0.23217 -0.44 1.73 1.31

---

No. 9
11
Properties=species:S:1:pos:R:3:forces:R:3 method="wB97M-V/def2-TZVPD" gap_ev="8.18 / 8.18" total_energy_ev=-16549.21367 homo_ev="-8.57 / -8.57" e_above_lowest_kcal_mol=111.9 molar_mass_g_mol=99.2
C 0.26680 0.64093 -1.23017 -0.48 1.97 3.16
C -0.23333 1.12294 0.00932 2.45 -2.33 -3.64
C 1.36702 -0.13165 -3.31466 -1.02 0.29 0.60
C -0.24708 0.33650 1.29672 0.63 -1.82 -2.40
N 0.79283 0.43582 -2.32896 -0.33 -0.79 1.69
S -1.68442 -0.82656 0.86068 1.32 0.40 -0.88
H -0.90983 1.91438 0.01934 -1.14 1.23 -0.54
H 0.83261 0.26131 -4.18013 0.46 0.34 -0.78
H -0.66080 0.87367 2.11754 0.45 0.62 0.60
H 0.72951 -0.22248 1.44129 -1.42 0.65 0.26
H -1.98337 -0.89398 2.09864 -0.92 -0.58 1.92

---

No. 10
13
Properties=species:S:1:pos:R:3:forces:R:3 method="wB97M-V/def2-TZVPD" gap_ev=7.86 total_energy_ev=-38219.77622 homo_ev=-8.28 e_above_lowest_kcal_mol=114.3 molar_mass_g_mol=163.3
C 1.88745 1.91771 -1.28385 -1.41 -4.02 -1.57
C 0.49868 -0.15742 -0.34545 0.05 -0.30 0.16
C -1.14048 -1.62516 0.84091 4.54 -1.65 2.54
C -1.72870 -0.30504 1.10730 -1.67 -0.41 -3.98
H 2.14793 0.83910 -2.02838 -1.19 3.07 2.81
H -1.53624 -2.44744 0.19602 -0.35 -0.07 2.17
H -0.14464 -1.62893 1.63502 -2.94 -1.76 -1.96
H -1.35875 0.44988 1.74716 0.60 0.03 1.01
H -2.79144 -0.16206 0.77223 1.31 0.12 0.17
N -0.73973 -0.69614 -0.09351 -0.26 3.56 -0.25
S 2.64185 3.22867 -1.60497 0.90 1.98 0.09
S 0.40573 1.65195 -0.08221 2.69 -1.39 -2.26
S 1.85832 -1.06513 -0.86029 -2.26 0.84 1.05

---

No. 11
12
Properties=species:S:1:pos:R:3:forces:R:3 method="wB97M-V/def2-TZVPD" gap_ev=9.37 total_energy_ev=-17611.17851 homo_ev=-8.53 smiles=c1cco[pH]oc1 e_above_lowest_kcal_mol=18.7 molar_mass_g_mol=116.1
C 1.13752 0.73170 -0.14749 -1.10 -1.14 0.36
C 1.03679 -0.74625 -0.23238 -0.14 0.63 0.24
C 0.07618 -1.64790 0.03236 -0.30 2.28 -0.26
O -1.21651 -1.34365 0.36547 -0.01 0.99 0.19
P -1.89522 -0.01145 -0.36191 -1.81 -0.18 1.45
O -1.14596 1.30303 0.24142 1.27 1.28 0.51
C 0.17817 1.63830 0.08245 0.21 -2.65 -0.61
H 2.18121 0.96893 -0.25774 -0.07 1.00 0.00
H 2.03425 -0.99921 -0.51725 0.17 -1.54 -0.16
H 0.08833 -2.67189 -0.06057 1.08 -2.18 -0.25
H -2.95417 0.14676 0.75950 1.10 -0.44 -1.71
H 0.47941 2.63163 0.09616 -0.40 1.92 0.25

---

No. 12
12
Properties=species:S:1:pos:R:3:forces:R:3 method="wB97M-V/def2-TZVPD" gap_ev=10.71 total_energy_ev=-10360.71275 homo_ev=-16.39 e_above_lowest_kcal_mol=49.3 molar_mass_g_mol=101.1 total_charge=+1
C 2.56532 -0.21240 0.04453 3.15 2.20 3.08
C -0.21643 0.82931 -0.22976 -1.29 0.57 0.37
C -0.51664 -0.49091 0.46420 3.93 0.42 1.86
C 1.40451 -0.76421 -0.64475 0.96 -0.37 -3.38
O 1.02817 0.62094 -0.86670 0.52 -1.16 -1.16
O 0.50022 -1.49657 -0.05512 -1.59 1.07 0.52
O 3.36587 0.45076 0.49363 -1.19 -1.61 -0.87
H -0.96378 1.02527 -1.07032 0.90 0.38 1.49
H -0.04441 1.59964 0.60734 -0.83 -0.63 -1.80
H -0.25333 -0.37786 1.52913 -0.48 -0.30 -0.30
H -1.41772 -0.91897 0.33435 -3.06 -1.30 -0.52
H 1.89153 -1.27777 -1.55020 -1.02 0.72 0.72

---

No. 13
11
Properties=species:S:1:pos:R:3:forces:R:3 method="wB97M-V/def2-TZVPD" gap_ev="7.44 / 7.44" total_energy_ev=-15561.43301 homo_ev="-7.58 / -7.58" e_above_lowest_kcal_mol=59.6 molar_mass_g_mol=100.1
C 2.39728 -1.05642 -0.18211 -0.82 1.46 0.20
C 2.25777 0.15786 0.32896 -0.37 -1.17 -0.96
C 1.05979 -0.50070 -0.13821 2.15 0.93 1.09
C -1.73916 0.16107 -0.01904 0.31 -0.41 0.05
O -0.66569 -2.37065 -0.23264 -1.16 -2.54 -0.58
P -0.44842 -1.08952 0.42557 -0.54 1.43 -0.01
H 3.01866 -1.87675 -0.45009 0.19 -0.38 -0.07
H 2.69680 1.01794 0.77531 0.17 0.35 0.19
H -1.91789 0.08583 -1.09221 0.01 0.09 0.06
H -1.41691 1.15660 0.26156 0.00 0.22 0.01
H -2.65777 -0.09490 0.50710 0.05 0.01 0.04

---

No. 14
11
Properties=species:S:1:pos:R:3:forces:R:3 method="wB97M-V/def2-TZVPD" multiplicity=3 gap_ev="7.05 / 4.50" total_energy_ev=-9738.64588 homo_ev="-12.94 / -12.99" molar_mass_g_mol=175.5 s_squared=2.006 total_charge=+1
H -0.77825 0.00145 -1.44200 0.55 -0.14 -0.10
C 1.44084 -0.58138 -1.22094 -1.16 1.15 0.15
C 0.17869 -0.26304 -1.00065 0.98 -1.10 -1.75
C 0.90885 -1.03176 0.07947 -1.79 1.75 2.70
H 2.30224 -0.56852 -1.88149 -0.28 -0.10 0.24
H 0.84391 -0.30329 1.02283 1.38 -2.04 -1.32
H 0.63696 -2.06988 0.30879 0.37 0.30 -0.09
C -1.05500 1.20700 0.75323 4.70 -0.40 2.45
O -1.55123 0.77153 1.84147 8.26 -1.33 4.21
Pd -2.85201 1.10472 0.74928 -12.61 1.82 -6.25
H -0.07500 1.73317 0.79001 -0.40 0.10 -0.24

---

No. 15
11
Properties=species:S:1:pos:R:3:forces:R:3 method="wB97M-V/def2-TZVPD" gap_ev=7.83 total_energy_ev=-24348.65612 homo_ev=-8.67 e_above_lowest_kcal_mol=61.0 molar_mass_g_mol=116.1
C -0.80613 -0.71770 0.44093 0.63 2.80 -0.16
C -0.15933 0.49094 0.17260 1.51 -2.79 0.46
C -3.54791 -0.97411 -0.38693 -0.49 0.08 0.28
C 1.32604 0.87014 0.20097 0.24 -3.29 -0.99
P -2.41899 -0.09791 0.31438 -0.73 0.39 -1.01
S -1.25690 1.70855 -0.28624 -1.31 0.59 0.05
H -0.65107 -1.70421 0.78079 1.11 -0.71 0.22
H -4.46671 -0.66850 -0.86729 -0.03 -0.03 -0.06
H 1.67975 1.07126 -0.87740 -0.44 0.32 1.95
H 1.95314 -0.03175 0.58976 -1.12 1.50 -0.73
H 1.37859 1.61902 0.95639 0.61 1.13 -0.01

---

No. 16
11
Properties=species:S:1:pos:R:3:forces:R:3 method="wB97M-V/def2-TZVPD" gap_ev="6.71 / 7.16" total_energy_ev=-24347.33960 homo_ev="-8.48 / -8.49" e_above_lowest_kcal_mol=91.3 molar_mass_g_mol=116.1
C -0.36012 -1.42910 -0.28546 5.45 0.56 1.16
C 2.56666 -0.03634 0.00822 -3.23 0.70 -0.47
C -0.91919 -0.09394 -0.27394 -0.47 1.00 -1.91
C -0.10640 0.98024 0.41220 0.14 3.06 0.22
P 1.68024 1.45384 -0.18309 0.07 -1.42 0.17
S 1.37488 -1.38153 0.20373 -0.88 -2.04 -0.51
H -0.67388 -2.45885 -0.49901 -0.36 0.82 0.01
H -1.12497 0.34746 -1.31575 -0.07 -0.99 0.99
H -1.85941 -0.20503 0.22951 -0.94 0.34 0.22
H -0.71718 1.98539 0.19959 1.25 -2.04 1.04
H 0.13938 0.83785 1.50400 -0.95 0.02 -0.94

---

No. 17
11
Properties=species:S:1:pos:R:3:forces:R:3 method="wB97M-V/def2-TZVPD" gap_ev=8.34 total_energy_ev=-24349.17813 homo_ev=-8.84 e_above_lowest_kcal_mol=48.9 molar_mass_g_mol=116.1
C 1.78234 -0.54253 -0.08479 -0.82 0.08 -1.75
C 0.40639 -0.86900 -0.26802 -1.84 -1.82 1.52
C 1.94820 0.82022 -0.06797 3.47 -1.00 1.36
C -0.32289 0.24488 -0.11347 -4.44 1.36 -0.09
P -2.88322 0.52863 -0.23832 1.68 -1.17 -0.03
S 0.55069 1.72704 0.02016 -1.11 -0.61 -0.10
H 2.50645 -1.30956 -0.29394 0.67 0.21 0.52
H -0.17094 -1.87391 -0.18070 1.66 1.69 -0.56
H 2.95518 1.20742 0.20206 -0.97 0.22 -0.67
H -3.27804 0.90982 1.08406 0.57 -0.20 -0.12
H -3.49416 -0.84301 -0.05907 1.14 1.26 -0.07